No. 1
A single C7H6N2S molecule at a distorted geometry. Source: the Open Molecules 2025 dataset; level of theory: wB97M-V/def2-TZVPD.

Element x y z (Å)
S (-2.15041, -1.43640, 0.08961)
N (-2.46314, 1.25965, -0.07437)
N (-1.18961, 1.62687, 0.13510)
C (0.53828, -1.68702, -0.04784)
C (1.03901, 1.06149, 0.02784)
C (2.07650, 0.12910, -0.01907)
C (1.83888, -1.23418, -0.03888)
C (-0.45833, -0.77762, -0.11256)
C (-3.02229, 0.07702, -0.09239)
C (-0.29763, 0.60196, -0.02358)
H (-3.11160, 2.07490, -0.24809)
H (3.08729, 0.62697, 0.18830)
H (0.47674, -2.79897, -0.00654)
H (-3.97565, 0.11042, -0.44219)
H (1.33538, 2.03428, 0.12909)
H (2.53462, -2.05135, 0.01057)

Output
* ΔE to the lowest compared entry with this formula, charge and spin: 151.0 kJ/mol
* E_HOMO (spin up / spin down): -6.77 / -6.77 eV
* frontier orbital gap (spin up / spin down): 0.257 / 0.257 hartree
* total charge: 0

=====

No. 2
A single C7H6N4S molecule at a distorted geometry. Source: the Open Molecules 2025 dataset; level of theory: wB97M-V/def2-TZVPD.

Element x y z (Å)
S (-2.33292, -0.18583, -1.27977)
N (-1.91166, 0.22303, 1.23526)
N (-0.39295, -1.86641, -1.31754)
N (1.11065, -1.01181, 0.51985)
N (-1.07843, -3.78584, 1.30539)
C (-3.13841, 1.13531, -0.51069)
C (-0.77184, -2.79333, 0.83125)
C (-1.55322, -0.55133, 0.26455)
C (-0.50417, -1.54748, 0.13997)
C (0.62390, -1.26146, -1.72174)
C (1.44887, -0.41972, -0.82820)
C (-2.77930, 1.18517, 0.79456)
H (0.95810, 0.62287, -0.95969)
H (-3.20856, 1.73374, 1.56764)
H (0.92689, -1.38718, -2.73110)
H (1.12280, -0.40440, 1.25500)
H (2.58167, -0.54236, -0.90539)
H (-3.68226, 1.73985, -1.21552)

Output
* ΔE to the lowest compared entry with this formula, charge and spin: 303.3 kJ/mol
* SMILES: N#C[C@]1(c2nccs2)N=CCN1
* E_HOMO: -9.56 eV
* frontier orbital gap: 0.359 hartree
* total charge: 0

=====

No. 3
C7H6N4S as an isolated structure at a distorted geometry. Source: the Open Molecules 2025 dataset; level of theory: wB97M-V/def2-TZVPD.

Element x y z (Å)
S (-1.95748, -2.25528, -0.00828)
N (-2.34201, 0.28566, 1.07955)
N (-2.30431, 0.25548, -1.15635)
N (-2.78498, 1.33727, -0.74125)
N (-2.80597, 1.35721, 0.62317)
C (0.56362, 0.20650, -1.10448)
C (-1.97269, -0.48734, -0.02429)
C (1.94273, 0.37374, -1.03327)
C (2.59330, 0.31139, 0.18703)
C (1.88331, 0.08203, 1.35354)
C (-0.07181, -0.01502, 0.08354)
C (0.50431, -0.09478, 1.31721)
H (0.03762, 0.25332, -2.04291)
H (2.48897, 0.54903, -1.94644)
H (3.66478, 0.43914, 0.22523)
H (-0.06876, -0.28629, 2.20887)
H (2.39109, 0.03391, 2.30414)
H (-1.76173, -2.34596, -1.32502)

Output
* ΔE to the lowest compared entry with this formula, charge and spin: 416.3 kJ/mol
* E_HOMO: -9.51 eV
* frontier orbital gap: 0.306 hartree
* total charge: 0

=====

No. 4
C7H6NO2 as an isolated structure at a distorted geometry. Source: the Open Molecules 2025 dataset; level of theory: wB97M-V/def2-TZVPD.

Element x y z (Å)
O (0.81375, 2.06450, 1.01296)
O (-0.67896, 2.81154, -0.48232)
N (-0.71926, 0.57668, 0.09931)
C (-2.03672, 0.29023, 0.24143)
C (1.82908, -0.40498, -0.71435)
C (-0.96556, -1.62710, -0.20926)
C (-0.09144, -0.58325, -0.14685)
C (-0.10687, 2.00605, 0.22426)
C (-2.22969, -1.05831, 0.07147)
C (2.71026, -0.20057, 0.22593)
H (1.94074, -0.53453, -1.77154)
H (2.41931, -0.08065, 1.25491)
H (-0.74551, -2.66033, -0.40259)
H (3.76972, -0.09060, 0.01326)
H (-3.16912, -1.58299, 0.13139)
H (-2.73973, 1.07433, 0.45200)

Output
* ΔE to the lowest compared entry with this formula, charge and spin: 70.8 kJ/mol
* E_HOMO: -4.31 eV
* frontier orbital gap: 0.305 hartree
* total charge: -1

=====

No. 5
A single C7H6O molecule at a distorted geometry. Source: the Open Molecules 2025 dataset; level of theory: wB97M-V/def2-TZVPD.

Element x y z (Å)
O (-0.38066, -0.65488, -1.26745)
C (-1.29480, -1.22211, -0.32882)
C (-0.86834, 2.50414, -0.15102)
C (0.29843, 0.09743, -0.21401)
C (1.73908, 0.09704, -0.21793)
C (-0.24139, 1.46062, -0.15224)
C (2.93209, 0.09056, -0.26347)
C (-0.40372, -0.81153, 0.85531)
H (-1.49771, 3.34803, -0.28748)
H (-2.33585, -0.72161, -0.36057)
H (0.20960, -1.71519, 1.17232)
H (-0.67144, -0.23431, 1.78700)
H (-1.45115, -2.26682, -0.41679)
H (3.96586, 0.02863, -0.15485)

Output
* ΔE to the lowest compared entry with this formula, charge and spin: 392.8 kJ/mol
* SMILES: C#CC1(C#C)CCO1
* E_HOMO: -10.12 eV
* frontier orbital gap: 0.409 hartree
* total charge: 0

=====

No. 6
A single C7H6O2 molecule at a distorted geometry. Source: the Open Molecules 2025 dataset; level of theory: wB97M-V/def2-TZVPD.

Element x y z (Å)
O (0.38623, -2.58318, 0.51325)
O (0.10361, 0.33305, -1.35019)
C (0.48155, 1.56757, 1.30264)
C (-0.94648, -2.58251, -1.27530)
C (-1.19379, -3.44365, -2.16054)
C (-0.06273, -1.82520, -0.32940)
C (0.31368, -0.28661, -0.36223)
C (0.22320, 2.75662, 0.47718)
C (0.58318, 0.18499, 0.94544)
H (0.76378, -0.71766, 1.71749)
H (0.19319, 2.50554, -0.63346)
H (1.09799, 3.49874, 0.79392)
H (-1.92821, -4.22936, -2.60842)
H (-0.92890, 3.22887, 0.72107)
H (0.91373, 1.59277, 2.24854)

Output
* ΔE to the lowest compared entry with this formula, charge and spin: 449.5 kJ/mol
* SMILES: C#CC(=O)C(=O)/C=C\C
* E_HOMO: -9.50 eV
* frontier orbital gap: 0.313 hartree
* total charge: 0

=====

No. 7
A single C7H6O4 molecule at a distorted geometry. Source: the Open Molecules 2025 dataset; level of theory: wB97M-V/def2-TZVPD.

Element x y z (Å)
O (-0.41156, -1.35738, 2.58383)
O (1.80821, -1.56738, -1.70640)
O (-2.04797, 2.23589, -1.47216)
O (-0.79271, 3.31570, -0.12370)
C (0.97920, -0.97848, -0.82808)
C (0.24888, 0.25967, -1.23568)
C (-1.18381, 2.17680, -0.71082)
C (-0.76034, 0.37509, 0.92127)
C (-0.46615, 0.78211, -0.35045)
C (-0.20959, -0.93059, 1.28672)
C (0.69657, -1.54715, 0.46977)
H (2.26137, -2.27981, -1.40329)
H (-0.11429, -2.41181, 2.57715)
H (-1.59841, 0.92689, 1.38588)
H (-0.00158, 2.99929, 0.53261)
H (0.48039, 0.64419, -2.49343)
H (1.11180, -2.64303, 0.56677)

Output
* ΔE to the lowest compared entry with this formula, charge and spin: 308.6 kJ/mol
* SMILES: O=C(O)c1cc(O)cc(O)c1
* E_HOMO: -8.68 eV
* frontier orbital gap: 0.330 hartree
* total charge: 0

=====

No. 8
C7H6O5Sn as an isolated structure at a distorted geometry. Source: the Open Molecules 2025 dataset; level of theory: wB97M-V/def2-TZVPD.

Element x y z (Å)
Sn (0.02069, 0.19723, -1.57921)
O (0.03396, 3.25233, -3.11041)
O (0.00075, -1.80351, -5.06376)
O (3.17552, -1.45761, -1.53716)
O (0.27350, 0.67936, 0.47630)
O (-3.07919, -1.46444, -1.20022)
C (2.26818, -0.78400, -1.74949)
C (1.01885, -0.59593, 2.37649)
C (-1.10525, 0.82790, 2.38497)
C (-0.02594, -1.05681, -4.20184)
C (-2.19284, -0.77687, -1.45973)
C (0.02423, 2.32941, -2.41689)
C (0.05355, 0.27007, 1.66941)
H (0.85795, -1.64377, 2.08930)
H (0.84296, -0.53576, 3.45812)
H (-0.98661, 0.67636, 3.46259)
H (-1.22644, 1.89999, 2.16769)
H (2.05709, -0.30132, 2.16369)
H (-2.01094, 0.28738, 2.07015)

Output
* E_HOMO: -17.25 eV
* frontier orbital gap: 0.298 hartree
* total charge: +2

=====

No. 9
A single C7H6OS molecule at a distorted geometry. Source: the Open Molecules 2025 dataset; level of theory: wB97M-V/def2-TZVPD.

Element x y z (Å)
S (-2.16367, -0.32034, 0.51376)
O (-2.69904, -0.71564, -0.80191)
C (1.86973, -0.96736, -0.12512)
C (-0.59176, 1.77120, -0.03771)
C (0.59086, -1.61175, 0.39306)
C (0.34916, 0.70679, -0.08719)
C (1.70470, 0.38650, -0.36251)
C (-1.83043, 1.38368, 0.30800)
C (-0.41231, -0.58169, 0.41639)
H (2.72880, -1.50892, -0.53156)
H (0.89411, -2.04149, 1.38920)
H (-2.71284, 2.18332, 0.20888)
H (-0.47484, 2.78212, -0.43277)
H (0.16058, -2.54751, -0.20017)
H (2.58693, 1.08108, -0.65037)

Output
* ΔE to the lowest compared entry with this formula, charge and spin: 354.4 kJ/mol
* E_HOMO (spin up / spin down): -7.95 / -8.07 eV
* frontier orbital gap (spin up / spin down): 0.262 / 0.264 hartree
* total charge: 0

=====

No. 10
A single C7H6OS2 molecule at a distorted geometry. Source: the Open Molecules 2025 dataset; level of theory: wB97M-V/def2-TZVPD.

Element x y z (Å)
S (2.89933, -0.86469, 0.51438)
S (-2.16393, -0.97635, 0.61730)
O (3.17052, -1.14384, -0.94315)
C (-0.94683, 1.50960, -0.03086)
C (-1.75938, -2.45308, -0.34956)
C (-1.15303, 0.20181, 0.23191)
C (0.23816, 2.29354, 0.13816)
C (0.98069, -0.58778, 0.70408)
C (1.76231, 0.51432, 0.65604)
C (1.57118, 1.92842, 0.46933)
H (-2.62010, -3.08385, -0.37822)
H (-1.74776, 1.91656, -0.63112)
H (0.06101, 3.38925, 0.07251)
H (-1.83895, -2.17077, -1.47754)
H (-0.94767, -3.05730, -0.01186)
H (2.49445, 2.58417, 0.41862)

Output
* 2S+1: 3
* ΔE to the lowest compared entry with this formula, charge and spin: 261.3 kJ/mol
* E_HOMO (spin up / spin down): -6.11 / -8.54 eV
* frontier orbital gap (spin up / spin down): 0.198 / 0.218 hartree
* total charge: 0

=====

Looking at E for the records above, in order, we have -777.940162, -887.458865, -887.415801, -475.554820, -345.375593, -420.617537, -571.204482, -860.094460, -743.595949, -1141.613632 hartree.